# 1
C18H27CuIN5O2PS4 | wB97M-V/def2-TZVPD

Results
- Charge: -1
- HOMO: -3.27 eV
- Kohn-Sham gap: 0.19265 hartree
- E_tot: -4998.8517 hartree

Last column: natural (NBO) charge in e.
Positions of all 59 atoms, in Å:
Cu -1.54 -1.97 -0.15  0.76
O -7.83 -3.88 1.00  -0.62
C -6.72 -3.50 0.74  0.17
S -5.52 -4.44 -0.15  0.30
C -4.19 -3.31 -0.05  -0.41
C -4.42 -2.16 0.63  -0.39
S -3.32 -0.84 0.90  -0.55
S -6.03 -1.98 1.31  0.30
S -2.71 -3.77 -0.86  -0.53
I 4.22 -4.52 -1.41  0.13
C 2.33 -4.30 -0.62  -0.32
C 1.25 -5.13 -0.79  -0.07
N 0.24 -4.58 -0.10  -0.33
N 0.59 -3.43 0.49  -0.26
C 1.86 -3.24 0.18  -0.08
H 1.13 -6.04 -1.36  0.22
H -0.77 -4.79 -0.12  0.45
H 2.39 -2.37 0.52  0.21
O 0.03 -0.65 -0.55  -1.17
P 0.46 0.74 -0.31  2.49
N 1.20 0.82 1.17  -0.83
C 0.81 -0.07 2.27  -0.21
C 1.86 0.25 3.32  -0.41
C 2.01 1.76 3.18  -0.41
C 1.88 2.01 1.67  -0.21
N 1.51 1.23 -1.48  -0.82
C 1.87 2.62 -1.78  -0.20
C 3.33 2.53 -2.23  -0.41
C 3.38 1.15 -2.89  -0.41
C 2.53 0.30 -1.96  -0.21
N -0.73 1.90 -0.34  -0.83
C -1.54 2.10 0.87  -0.22
C -2.69 2.95 0.36  -0.40
C -2.98 2.33 -1.00  -0.43
C -1.59 1.94 -1.53  -0.22
H 0.81 -1.11 1.93  0.24
H -0.19 0.15 2.63  0.19
H 2.80 -0.25 3.07  0.20
H 1.57 -0.07 4.32  0.22
H 2.95 2.15 3.59  0.21
H 1.19 2.26 3.71  0.20
H 2.87 2.11 1.20  0.18
H 1.32 2.92 1.47  0.19
H 1.73 3.27 -0.92  0.20
H 1.24 3.00 -2.59  0.18
H 3.98 2.55 -1.36  0.20
H 3.61 3.35 -2.89  0.21
H 4.39 0.76 -3.01  0.21
H 2.92 1.19 -3.88  0.20
H 3.14 -0.07 -1.12  0.18
H 2.07 -0.56 -2.44  0.22
H -0.96 2.60 1.65  0.19
H -1.93 1.15 1.26  0.22
H -2.37 3.99 0.25  0.19
H -3.55 2.92 1.03  0.22
H -3.50 3.00 -1.68  0.20
H -3.58 1.42 -0.87  0.25
H -1.20 2.66 -2.25  0.18
H -1.62 0.95 -2.01  0.22

***

# 2
C2H6NO2S | wB97M-V/def2-TZVPD

Results
- Charge: -1
- HOMO: -3.64 eV
- Kohn-Sham gap: 0.28936 hartree
- SMILES string: CN=[S@@](C)(=O)[O-]
- E_tot: -683.2011 hartree
- Relative energy (zero: lowest compared OMol25 entry of this formula, charge and spin): 78.12 kcal/mol

Last column: natural (NBO) charge in e.
Positions of all 12 atoms, in Å:
C 0.43 1.65 -0.02  -0.46
N -0.72 1.16 0.75  -0.99
S -1.58 0.16 -0.10  2.20
C -0.84 -1.50 0.18  -0.86
O -2.93 0.14 0.68  -1.01
O -1.55 0.39 -1.57  -1.02
H 1.37 1.09 0.26  0.13
H 0.46 2.66 0.45  0.19
H 0.42 1.49 -1.14  0.20
H -1.46 -2.38 -0.41  0.19
H 0.07 -1.57 -0.32  0.21
H -0.91 -1.57 1.20  0.22

***

# 3
C5H11IN3 | wB97M-V/def2-TZVPD

Results
- Charge: +1
- HOMO (alpha / beta): -11.84 / -11.82 eV
- Kohn-Sham gap (alpha / beta): 0.19800 / 0.16153 hartree
- E_tot: -658.5934 hartree
- Relative energy (zero: lowest compared OMol25 entry of this formula, charge and spin): 167.76 kcal/mol

Last column: natural (NBO) charge in e.
Positions of all 20 atoms, in Å:
C 0.10 -0.39 -0.58  0.29
C -2.10 -0.16 -1.12  -0.25
C -1.37 -0.90 -2.30  -0.25
C -1.35 0.82 1.02  -0.41
C 3.16 0.83 1.96  -0.52
N -1.08 0.04 -0.18  -0.44
N 0.04 -0.87 -1.77  -0.61
N 2.17 -0.10 1.61  -0.35
I 2.40 -2.01 1.19  0.80
H -2.76 0.65 -1.55  0.23
H -2.80 -0.92 -0.62  0.21
H -1.74 -1.99 -2.44  0.22
H -1.18 -0.41 -3.27  0.22
H -2.21 0.55 1.61  0.21
H -0.56 0.67 1.74  0.23
H -1.63 1.86 0.71  0.21
H 4.19 0.64 1.66  0.23
H 2.88 1.90 1.74  0.28
H 3.13 0.81 3.05  0.30
H 0.72 -1.03 -2.47  0.42